Below is 4 unconnected molecules or ions with the total composition C25H60ClN3O13P at a distorted geometry, with properties calculated with ωB97M-V/def2-TZVPD.

Last columns: bonded neighbours and bond lengths (Å).
CARTESIAN COORDINATES (ANGSTROEM)
1 N -4.979 2.755 -2.134  C2 1.480, H17 1.015, H18 1.012
2 C -4.680 2.011 -3.378  N1 1.480, C3 1.564, H19 1.097, H20 1.095
3 C -3.279 1.321 -3.284  C2 1.564, O4 1.403, C5 1.563, H21 1.100
4 O -3.001 0.473 -4.367  C3 1.403, H22 0.954
5 C -2.202 2.425 -3.035  C3 1.563, C6 1.544, H23 1.110, H24 1.096
6 C -0.767 2.014 -3.432  C5 1.544, N7 1.511, C13 1.552, H25 1.100
7 N 0.098 3.241 -3.603  C6 1.511, C8 1.502, H26 1.021, H27 1.022
8 C 0.911 3.609 -2.395  N7 1.502, O9 1.396, C10 1.550, H28 1.102
9 O 2.252 3.230 -2.470  C8 1.396, H29 0.957
10 C 0.335 3.076 -1.059  C8 1.550, O11 1.403, N12 1.454, H30 1.104
11 O 1.297 3.389 -0.086  C10 1.403, H31 0.954
12 N 0.139 1.636 -1.092  C10 1.454, C13 1.453, H32 1.013
13 C -0.032 1.088 -2.427  C6 1.552, N12 1.453, P14 1.898, H33 1.112
14 P -0.844 -0.621 -2.270  C13 1.898, O15 1.682, Cl16 2.111
15 O -0.200 -1.267 -0.857  P14 1.682, H34 0.967
16 Cl -0.093 -1.701 -3.921  P14 2.111
17 H -4.501 2.266 -1.383  N1 1.015
18 H -4.557 3.675 -2.166  N1 1.012
19 H -4.749 2.706 -4.224  C2 1.097
20 H -5.414 1.209 -3.504  C2 1.095
21 H -3.318 0.700 -2.377  C3 1.100
22 H -2.615 0.947 -5.099  O4 0.954
23 H -2.465 3.313 -3.648  C5 1.110
24 H -2.279 2.733 -1.986  C5 1.096
25 H -0.767 1.497 -4.403  C6 1.100
26 H 0.714 3.053 -4.396  N7 1.021
27 H -0.465 4.040 -3.899  N7 1.022
28 H 0.896 4.709 -2.324  C8 1.102
29 H 2.532 3.051 -3.367  O9 0.957
30 H -0.582 3.616 -0.762  C10 1.104
31 H 0.833 3.548 0.733  O11 0.954
32 H -0.584 1.325 -0.454  N12 1.013
33 H 0.985 0.915 -2.841  C13 1.112
34 H 0.761 -1.362 -0.909  O15 0.967
35 C -5.779 -2.112 -3.937  O36 1.411, H44 1.096, H45 1.089, H46 1.096
36 O -7.167 -2.270 -3.743  C35 1.411, C37 1.419
37 C -7.717 -1.299 -2.866  O36 1.419, C38 1.517, H47 1.097, H48 1.097
38 C -9.157 -0.989 -3.231  C37 1.517, O39 1.425, H49 1.093, H50 1.089
39 O -9.309 -0.175 -4.390  C38 1.425, C40 1.424
40 C -9.002 -0.761 -5.652  O39 1.424, C41 1.518, H51 1.090, H52 1.093
41 C -10.017 -1.782 -6.134  C40 1.518, O42 1.418, H53 1.097, H54 1.095
42 O -9.914 -2.993 -5.402  C41 1.418, C43 1.413
43 C -11.163 -3.618 -5.187  O42 1.413, H55 1.095, H56 1.089, H57 1.095
44 H -5.232 -2.385 -3.028  C35 1.096
45 H -5.477 -2.771 -4.749  C35 1.089
46 H -5.538 -1.082 -4.224  C35 1.096
47 H -7.134 -0.371 -2.898  C37 1.097
48 H -7.681 -1.707 -1.848  C37 1.097
49 H -9.581 -0.395 -2.417  C38 1.093
50 H -9.758 -1.894 -3.305  C38 1.089
51 H -7.990 -1.166 -5.665  C40 1.090
52 H -9.016 0.071 -6.360  C40 1.093
53 H -9.822 -2.010 -7.189  C41 1.097
54 H -11.022 -1.357 -6.043  C41 1.095
55 H -11.876 -2.922 -4.732  C43 1.095
56 H -11.010 -4.449 -4.500  C43 1.089
57 H -11.570 -4.003 -6.128  C43 1.095
58 C 2.633 -3.889 5.276  O59 1.415, H67 1.094, H68 1.089, H69 1.095
59 O 2.949 -2.934 4.280  C58 1.415, C60 1.418
60 C 3.218 -3.521 3.017  O59 1.418, C61 1.517, H70 1.095, H71 1.097
61 C 2.819 -2.581 1.895  C60 1.517, O62 1.427, H72 1.093, H73 1.090
62 O 1.413 -2.484 1.674  C61 1.427, C63 1.425
63 C 0.644 -1.815 2.670  O62 1.425, C64 1.518, H74 1.089, H75 1.093
64 C 0.840 -0.310 2.696  C63 1.518, O65 1.420, H76 1.098, H77 1.098
65 O 2.101 0.042 3.246  C64 1.420, C66 1.409
66 C 2.669 1.160 2.606  O65 1.409, H78 1.096, H79 1.089, H80 1.097
67 H 3.522 -4.464 5.553  C58 1.094
68 H 2.269 -3.350 6.149  C58 1.089
69 H 1.842 -4.565 4.934  C58 1.095
70 H 2.677 -4.467 2.904  C60 1.095
71 H 4.295 -3.717 2.956  C60 1.097
72 H 3.222 -2.990 0.964  C61 1.093
73 H 3.262 -1.593 2.022  C61 1.090
74 H 0.796 -2.256 3.654  C63 1.089
75 H -0.398 -2.005 2.399  C63 1.093
76 H 0.063 0.145 3.322  C64 1.098
77 H 0.743 0.075 1.672  C64 1.098
78 H 2.705 1.005 1.521  C66 1.096
79 H 3.689 1.284 2.968  C66 1.089
80 H 2.096 2.067 2.835  C66 1.097
81 C 11.338 0.141 5.768  O82 1.413, H90 1.094, H91 1.089, H92 1.095
82 O 9.937 0.082 5.943  C81 1.413, C83 1.419
83 C 9.452 1.058 6.853  O82 1.419, C84 1.517, H93 1.096, H94 1.097
84 C 8.043 1.485 6.488  C83 1.517, O85 1.426, H95 1.093, H96 1.090
85 O 7.961 2.350 5.357  C84 1.426, C86 1.422
86 C 8.239 1.791 4.080  O85 1.422, C87 1.519, H97 1.090, H98 1.093
87 C 7.158 0.865 3.551  C86 1.519, O88 1.417, H99 1.098, H100 1.096
88 O 7.161 -0.377 4.234  C87 1.417, C89 1.412
89 C 5.866 -0.912 4.414  O88 1.412, H101 1.095, H102 1.089, H103 1.096
90 H 11.853 -0.209 6.668  C81 1.094
91 H 11.596 -0.508 4.933  C81 1.089
92 H 11.662 1.159 5.526  C81 1.095
93 H 10.103 1.939 6.861  C83 1.096
94 H 9.446 0.611 7.854  C83 1.097
95 H 7.653 2.077 7.320  C84 1.093
96 H 7.379 0.629 6.375  C84 1.090
97 H 9.219 1.315 4.059  C86 1.090
98 H 8.293 2.648 3.403  C86 1.093
99 H 7.347 0.663 2.489  C87 1.098
100 H 6.185 1.361 3.650  C87 1.096
101 H 5.203 -0.182 4.891  C89 1.095
102 H 5.945 -1.779 5.067  C89 1.089
103 H 5.444 -1.227 3.453  C89 1.096

Values from the calculation:
HOMO: -0.37797 hartree
Net charge: +1
Orbital gap: 6.61 eV
LUMO: -3.68 eV
Multiplicity: 1
Electronic energy: -79784.788 eV